# 1
Below is a structure of composition C30H45GaNO4P2, with properties calculated with the ωB97M-V functional and the def2-TZVPD basis.

Geometry as XYZ:
```
83
Properties=species:S:1:pos:R:3
Ga -1.133 0.896 -1.604
P 0.131 2.714 -2.877
P -3.210 2.109 -0.145
O -2.345 -7.948 -3.517
O -2.144 -1.108 -2.331
O -0.482 -8.183 -2.292
O -0.317 -1.325 -1.096
N -1.409 -7.505 -2.787
C 0.236 -2.413 1.909
C 1.243 2.779 -1.474
C -1.024 5.746 -0.806
C -2.434 -5.256 -3.018
C -2.773 5.080 -3.024
C 2.558 -2.042 -0.123
C -3.011 4.228 -0.469
C -1.411 -6.094 -2.490
C -0.019 5.470 -1.929
C 3.866 0.810 0.335
C -1.367 -3.342 -2.004
C -1.714 4.249 -3.523
C 2.158 -1.038 0.874
C 1.947 0.905 2.085
C -1.254 -1.863 -1.790
C -3.675 4.688 -1.758
C -2.342 2.217 -1.720
C -0.397 -5.545 -1.671
C 0.946 -0.014 2.527
C -0.380 -4.185 -1.472
C 0.150 2.026 -4.539
C -0.059 0.250 3.591
C -2.400 -3.877 -2.792
C -2.313 2.033 1.434
C 1.075 -1.206 1.786
C 2.183 2.274 2.602
C -1.693 4.590 -0.172
C -0.281 4.461 -3.068
C -4.587 1.025 -0.570
C 2.699 0.253 1.072
H -3.532 5.053 -3.830
H 0.064 1.246 4.040
H -5.209 1.729 -1.114
H -2.468 6.144 -2.909
H 1.263 2.709 3.011
H 1.217 1.955 -4.782
H -1.083 0.175 3.198
H 2.928 2.278 3.411
H -1.773 6.483 -1.115
H 0.456 -3.779 -0.915
H -1.218 2.019 1.451
H 0.868 -3.304 2.000
H -0.381 -2.533 1.008
H -3.754 3.929 0.314
H -4.378 3.886 -2.036
H -1.906 3.725 -4.493
H 2.673 -3.022 0.351
H 4.052 1.860 0.587
H -0.281 1.013 -4.575
H -0.441 6.245 -0.025
H -4.467 0.105 -1.149
H -1.637 3.073 -1.589
H 1.363 1.807 -0.978
H 0.036 -0.500 4.389
H 0.543 4.644 -3.835
H -0.056 6.365 -2.525
H -2.712 1.237 2.074
H 0.871 3.517 -0.732
H 4.789 0.250 0.559
H -3.212 -5.732 -3.632
H -5.038 0.790 0.385
H -2.914 2.238 -2.635
H 1.765 -2.124 -0.883
H 2.154 3.083 -2.024
H 2.552 2.950 1.816
H -0.368 2.596 -5.319
H 0.347 -6.215 -1.269
H -2.634 3.015 1.786
H 0.997 5.394 -1.524
H 3.723 0.746 -0.757
H -4.268 5.603 -1.579
H 3.486 -1.760 -0.622
H -0.425 -2.350 2.783
H -1.101 4.038 0.543
H -3.131 -3.240 -3.247
```

Output
Net charge: +1
LUMO (spin up / spin down) in eV: -4.520 / -4.489
2S+1: 1

Atom charges from the Löwdin analysis, given in e for atoms 1 to 2: 0.717 0.863


# 2
Below is a structure of composition C30H45LuNO3P2S, with properties calculated with the ωB97M-V functional and the def2-TZVPD basis.

Geometry as XYZ:
```
83
Properties=species:S:1:pos:R:3
Lu -0.949 2.031 -1.058
S -0.969 -0.870 -3.383
P 2.384 2.547 -3.442
P 1.350 2.997 -0.792
O -0.356 -1.758 -2.414
O -2.900 2.109 -2.125
O -0.258 -0.536 -4.597
N -1.340 0.543 -2.569
C 2.541 4.417 -0.721
C -1.949 -0.088 0.568
C -3.876 1.589 0.966
C 0.858 2.503 -2.572
C -2.453 1.177 1.014
C 5.020 1.395 -3.074
C -1.525 3.070 2.529
C -4.836 -0.132 -3.092
C 0.247 -1.379 0.814
C 5.841 0.478 -2.121
C 5.482 -0.981 -2.221
C -5.425 -1.387 -3.209
C -1.380 1.882 1.649
C -0.204 1.069 1.540
C -2.760 -1.256 0.148
C 2.199 1.505 -4.900
C 3.006 0.250 -0.873
C -0.562 -0.148 0.893
C -0.068 4.248 -0.595
C 2.687 4.216 -4.091
C 3.515 1.601 -1.032
C -3.454 -0.027 -3.313
C 1.080 1.351 2.221
C 2.983 -0.606 -2.173
C -2.624 0.996 -2.731
C -4.653 -2.517 -3.529
C -3.268 -2.422 -3.739
C -2.685 -1.166 -3.599
C 4.230 -1.454 -2.327
C 3.880 2.174 -2.370
H 0.114 -1.853 -0.168
H -3.698 -0.943 -0.325
H 4.623 0.811 -3.911
H 0.139 3.175 -3.098
H -4.360 1.226 0.044
H 1.309 -1.184 0.972
H 3.134 1.034 -5.214
H -0.113 4.521 0.473
H -0.618 3.692 2.561
H 0.267 5.113 -1.191
H 3.628 -0.253 -0.118
H 2.283 4.898 0.236
H -5.396 0.768 -2.832
H -0.042 -2.116 1.582
H 3.601 4.185 -0.637
H -2.362 3.706 2.212
H 6.897 0.572 -2.432
H 6.340 -1.663 -2.209
H 3.755 4.474 -4.035
H -6.495 -1.498 -3.017
H 2.378 4.249 -5.149
H 4.296 3.188 -2.214
H 1.424 0.738 -4.779
H -5.138 -3.497 -3.595
H -1.128 4.047 -0.953
H 2.101 4.953 -3.531
H 2.394 5.162 -1.509
H 1.897 0.735 1.825
H 2.094 -1.264 -2.134
H 1.010 1.137 3.302
H -1.730 2.773 3.576
H 1.993 0.208 -0.427
H -3.022 -1.908 0.999
H -2.634 -3.276 -3.978
H 4.048 -2.518 -2.538
H 5.790 0.831 -1.070
H 1.881 2.162 -5.724
H 3.940 2.084 -0.143
H -2.200 -1.863 -0.573
H 1.372 2.407 2.113
H 5.727 2.114 -3.526
H 0.469 1.444 -2.637
H -3.982 2.682 0.998
H -4.435 1.171 1.821
H 2.843 0.035 -3.065
```

Output
Net charge: +1
LUMO (spin up / spin down) in eV: -3.505 / -3.505
Energy above the lowest of the compared OMol25 structures with the same formula, charge and spin in kJ/mol: 41.1
2S+1: 1

Atom charges from the Löwdin analysis, given in e for atoms 1 to 2: 1.542 0.706


# 3
Below is a cluster of 3 separate species, C30H45N3O5 in total, with properties calculated with the ωB97M-V functional and the def2-TZVPD basis.

Geometry as XYZ:
```
83
Properties=species:S:1:pos:R:3
O -1.806 -5.669 0.143
O 0.254 -0.049 -2.498
O 3.250 4.245 0.487
O -5.654 1.717 -0.077
O -4.016 3.333 -3.883
N 4.419 4.739 0.151
N -4.618 3.240 -1.582
N -2.871 -6.106 0.775
C -2.881 1.827 -2.264
C -4.667 -5.118 -0.708
C -3.934 -5.065 0.642
C 5.357 6.811 -0.845
C -0.081 -2.030 0.580
C 5.425 4.866 2.460
C -5.081 -6.521 -1.131
C 5.491 6.385 2.350
C -4.938 -5.196 1.806
C -4.057 -8.255 1.256
C -3.395 -3.636 0.807
C -0.714 -1.171 0.022
C -3.868 2.900 -2.790
C 6.854 4.278 0.491
C 4.282 6.226 0.093
C -4.734 2.038 -0.755
C 5.243 2.665 1.310
C -0.960 0.360 -2.001
C -3.173 -7.476 0.257
C 2.966 6.679 -0.561
C -2.708 0.324 -0.295
C -3.873 -7.451 -1.108
C -3.402 1.304 -1.024
C 1.130 1.848 -1.057
C -1.455 -0.174 -0.769
C 1.348 0.437 -1.661
C -1.655 1.354 -2.763
C 4.353 6.894 1.475
C 5.435 4.173 1.092
C -1.909 -8.340 0.138
H 0.540 -2.512 1.329
H -2.171 -9.364 -0.133
H 6.456 6.709 1.948
H 2.224 0.505 -2.343
H -5.550 -4.475 -0.678
H -2.771 -3.325 -0.031
H -1.366 -8.376 1.085
H -4.469 -4.928 2.755
H -3.169 -7.129 -1.883
H 5.168 6.521 -1.881
H -5.497 -6.490 -2.142
H -4.220 -2.923 0.863
H 4.517 4.594 3.009
H 5.347 7.902 -0.804
H -4.187 -8.461 -1.384
H 5.228 2.128 0.359
H -4.020 -4.706 -1.490
H -5.107 -7.971 1.231
H 6.375 6.513 -0.611
H 2.817 6.197 -1.529
H -5.785 -4.523 1.657
H 0.475 1.848 -0.159
H 2.980 7.758 -0.726
H -5.879 -6.896 -0.484
H -1.229 -7.982 -0.635
H 3.413 6.723 2.011
H 4.442 7.976 1.362
H -4.048 -9.322 1.026
H 6.862 3.962 -0.555
H -2.809 -3.536 1.723
H 2.097 6.468 0.062
H 7.548 3.631 1.029
H 6.263 4.510 3.064
H -5.364 -6.188 1.930
H 6.060 2.259 1.908
H 0.754 2.589 -1.791
H -3.124 -0.030 0.657
H 7.289 5.273 0.556
H 4.324 2.434 1.850
H -3.935 3.779 -1.038
H 5.411 6.826 3.346
H 2.123 2.182 -0.678
H 1.614 -0.306 -0.884
H -3.689 -8.141 2.278
H -1.273 1.772 -3.702
```

Output
⟨S²⟩: 2.0083
LUMO (spin up / spin down) in eV: -0.471 / -0.471
2S+1: 3

Atom charges from the Löwdin analysis, given in e for atoms 1 to 2: -0.021 -0.065


# 4
Below is a structure of composition C30H45N4SbSe4SiTl, with properties calculated with the ωB97M-V functional and the def2-TZVPD basis.

Geometry as XYZ:
```
86
Properties=species:S:1:pos:R:3
Tl -0.478 1.347 -0.598
Sb -0.933 4.470 -2.395
Se -0.461 4.656 -4.745
Se 1.084 3.256 -1.311
Se -1.412 6.395 -1.039
Se -2.565 2.625 -1.865
Si -1.681 0.513 1.525
N 2.954 0.954 0.451
N 0.801 -3.243 -0.394
N 2.056 -0.883 -1.721
N -0.206 0.149 -3.099
C -2.756 1.927 3.751
C 2.323 -4.535 -1.693
C -0.791 -0.928 3.895
C 1.269 -5.513 0.207
C 2.135 -5.631 -0.868
C -1.271 0.233 -3.897
C -1.658 3.348 1.991
C 3.778 0.304 -0.371
C -3.904 2.411 1.626
C 0.694 -1.048 1.913
C 5.044 0.783 -0.685
C 4.607 2.669 0.703
C -2.527 2.104 2.239
C 1.002 0.300 -3.642
C 1.167 0.642 -4.978
C 2.231 0.093 -2.794
C 0.055 0.775 -5.787
C -2.947 -0.859 1.058
C 3.362 2.112 0.961
C -3.724 -0.447 -0.202
C 3.293 -0.998 -0.955
C 1.780 -2.175 -2.352
C 5.465 1.984 -0.136
C 1.634 -3.353 -1.424
C -3.944 -1.145 2.189
C 0.632 -4.297 0.396
C 0.577 1.038 3.186
C -1.194 0.522 -5.245
C -0.272 -0.139 2.685
C -2.225 -2.171 0.730
H 1.088 -6.337 0.883
H 1.413 0.647 3.778
H -2.233 0.114 -3.416
H 6.443 2.384 -0.373
H -3.445 -1.460 3.108
H -4.613 -1.957 1.879
H -1.763 -2.595 1.624
H -4.448 -1.234 -0.451
H 1.003 1.593 2.348
H 0.026 1.737 3.812
H -3.279 2.813 4.129
H -4.260 3.353 2.057
H -4.648 1.649 1.863
H -4.271 0.485 -0.081
H 3.041 -0.245 -3.466
H -0.057 -4.164 1.226
H 2.653 2.632 1.593
H -2.956 -2.903 0.363
H 1.111 -0.560 1.032
H -2.096 0.610 -5.832
H 5.679 0.228 -1.364
H -1.299 -1.846 3.593
H 3.127 -1.712 -0.144
H 2.164 0.813 -5.365
H -1.479 -0.352 4.515
H -2.175 4.234 2.375
H -1.832 1.833 4.320
H 1.538 -1.302 2.569
H 0.232 -1.974 1.590
H -3.060 -0.328 -1.060
H -3.853 2.548 0.547
H 0.865 -2.082 -2.938
H 2.599 -2.413 -3.057
H 4.095 -1.407 -1.598
H 0.057 -1.220 4.526
H -3.383 1.059 3.972
H 2.660 -6.558 -1.059
H 4.877 3.622 1.136
H 2.531 1.056 -2.376
H 0.159 1.079 -6.820
H 3.000 -4.584 -2.536
H -0.683 3.301 2.474
H -1.451 -2.056 -0.031
H -4.567 -0.283 2.421
H -1.505 3.538 0.927
```

Output
Net charge: -1
LUMO in eV: 2.051
2S+1: 1

Atom charges from the Löwdin analysis, given in e for atoms 1 to 2: 0.277 -0.287


# 5
Below is a structure of composition C30H45N5OS2Si2V, with properties calculated with the ωB97M-V functional and the def2-TZVPD basis.

Geometry as XYZ:
```
86
Properties=species:S:1:pos:R:3
V -17.285 4.722 -5.844
S -16.472 3.090 -7.453
S -15.563 3.111 -4.430
Si -19.432 6.224 -6.114
Si -15.981 2.573 -10.651
O -16.389 6.430 -5.119
N -14.914 4.542 -2.215
N -17.113 4.341 -2.754
N -19.024 3.470 -5.935
N -16.905 5.545 -7.956
N -17.914 4.146 -3.823
C -16.568 4.363 -8.596
C -21.317 1.722 -5.904
C -16.618 6.692 -10.001
C -16.412 9.704 -3.433
C -12.912 6.421 -4.202
C -19.029 3.588 -3.608
C -16.266 4.336 -9.978
C -16.258 5.519 -10.664
C -16.892 6.657 -8.672
C -14.151 7.691 -2.579
C -15.880 4.059 -3.077
C -19.129 8.059 -6.042
C -19.705 3.147 -4.825
C -17.550 1.542 -10.388
C -13.047 4.638 -6.731
C -16.515 8.331 -2.789
C -14.505 1.705 -9.895
C -15.758 2.630 -12.511
C -20.306 5.981 -7.818
C -20.932 6.000 -4.887
C -17.907 7.724 -2.827
C -20.613 2.088 -7.117
C -20.852 2.280 -4.814
C -14.046 5.721 -6.342
C -13.953 6.912 -7.333
C -19.515 2.903 -7.076
C -15.329 7.495 -3.274
C -14.045 6.210 -4.967
C -12.967 7.143 -2.996
C -15.301 6.650 -4.412
H -16.021 5.467 -11.709
H -13.486 4.062 -7.590
H -15.300 5.406 -1.964
H -19.658 8.568 -5.284
H -18.008 6.996 -1.997
H -21.214 6.615 -7.947
H -21.357 5.058 -4.649
H -18.093 8.268 -5.774
H -19.403 8.513 -7.068
H -17.597 1.058 -9.420
H -12.111 7.287 -2.363
H -17.174 7.551 -8.082
H -21.766 6.496 -5.328
H -16.301 8.411 -1.702
H -17.590 0.784 -11.153
H -17.312 10.262 -3.236
H -21.328 2.192 -3.834
H -20.848 6.529 -3.970
H -22.171 1.072 -6.004
H -14.053 6.436 -8.306
H -20.646 4.985 -7.953
H -18.158 7.189 -3.775
H -13.017 7.491 -7.251
H -19.422 3.385 -2.588
H -14.732 7.639 -7.246
H -18.638 8.440 -2.672
H -12.047 5.076 -6.962
H -16.468 3.319 -12.929
H -13.881 2.475 -9.415
H -15.511 10.221 -3.094
H -15.926 1.609 -12.845
H -12.810 3.942 -5.939
H -16.350 9.582 -4.547
H -20.848 1.705 -8.125
H -14.114 8.359 -1.767
H -14.788 3.027 -12.794
H -11.933 6.032 -4.528
H -19.600 6.196 -8.673
H -16.636 7.670 -10.532
H -14.011 1.079 -10.626
H -18.419 2.213 -10.458
H -14.931 1.110 -9.089
H -14.002 4.780 -2.590
H -15.000 5.259 -6.583
H -18.875 3.034 -7.971
```

Output
Net charge: -1
⟨S²⟩: 2.0395
LUMO (spin up / spin down) in eV: 2.445 / 2.211
2S+1: 3

Atom charges from the Löwdin analysis, given in e for atoms 1 to 2: 0.491 0.683